(1)
Here is a structure of composition C27H21FeN6O5 in a non-equilibrium geometry from the OMol25 dataset. Energies are from ωB97M-V/def2-TZVPD.

Geometry (Å):
Fe (11.664, 10.349, 7.049)
O (6.855, 13.332, 8.729)
C (8.027, 12.712, 8.364)
C (8.745, 13.216, 7.267)
C (9.874, 12.512, 6.916)
N (10.197, 11.495, 7.674)
C (9.598, 11.029, 8.754)
C (8.438, 11.612, 9.128)
C (10.549, 10.056, 9.579)
O (10.189, 9.478, 10.558)
O (11.678, 10.086, 9.032)
C (10.790, 12.644, 5.639)
O (10.444, 13.363, 4.721)
O (11.799, 11.796, 5.675)
H (6.695, 14.092, 8.181)
H (8.403, 14.157, 6.785)
H (7.870, 11.264, 10.012)
C (16.894, 5.273, 6.827)
C (15.622, 6.062, 6.796)
C (14.356, 5.476, 7.020)
C (13.201, 6.217, 6.931)
C (13.155, 7.629, 6.715)
N (11.914, 8.361, 6.631)
C (10.827, 7.688, 7.273)
C (10.877, 7.069, 8.541)
C (9.769, 6.508, 9.132)
C (8.509, 6.409, 8.517)
C (7.328, 5.631, 9.011)
C (8.400, 7.121, 7.323)
C (9.512, 7.695, 6.724)
N (9.369, 8.411, 5.529)
C (8.624, 8.156, 4.428)
C (8.692, 9.278, 3.655)
C (9.509, 10.146, 4.357)
N (9.910, 9.655, 5.508)
C (14.425, 8.221, 6.627)
C (15.610, 7.436, 6.637)
N (14.594, 9.684, 6.557)
C (15.477, 10.409, 5.823)
C (15.327, 11.749, 6.209)
C (14.264, 11.744, 7.111)
N (13.846, 10.518, 7.366)
H (17.765, 5.958, 6.656)
H (16.895, 4.446, 6.090)
H (17.062, 4.835, 7.808)
H (14.258, 4.460, 7.364)
H (12.273, 5.715, 7.032)
H (11.847, 6.983, 9.026)
H (9.857, 6.007, 10.079)
H (7.517, 4.564, 8.949)
H (6.433, 5.787, 8.372)
H (7.038, 5.849, 10.024)
H (7.459, 7.174, 6.778)
H (8.207, 7.167, 4.209)
H (8.310, 9.451, 2.692)
H (9.797, 11.152, 4.051)
H (16.545, 8.004, 6.607)
H (16.190, 9.981, 5.097)
H (15.836, 12.637, 5.880)
H (13.831, 12.619, 7.603)

Spin multiplicity = 6
Molecular weight = 565.35 g mol⁻¹
HOMO energy (spin up / spin down) = -7.4 / -7.4 eV
Orbital gap (spin up / spin down) = 0.2818 / 0.2390 Eh
Maximum force = 2.47 eV/A

Atom charges from the Löwdin analysis, given in e for atoms 1 to 8: 1.086 0.072 -0.241 0.079 -0.144 0.007 -0.128 0.083



(2)
Here is a structure of composition C27H22B2F9N8O6PrSSe from the OMol25 dataset. Energies are from ωB97M-V/def2-TZVPD.

Geometry (Å):
Pr (-0.057, -0.451, -0.033)
C (0.426, 2.485, -3.729)
C (0.236, 1.969, -2.348)
N (-0.663, 1.133, -1.987)
O (-1.501, 0.668, -2.935)
B (-2.934, 0.508, -2.477)
F (-3.459, 1.782, -2.276)
F (-3.558, -0.229, -3.444)
O (-3.132, -0.265, -1.182)
N (-2.441, 0.284, -0.153)
C (-3.075, 0.617, 0.902)
C (-4.536, 0.426, 1.112)
C (-2.209, 1.311, 1.919)
N (-0.950, 1.224, 1.719)
O (-0.141, 1.887, 2.599)
B (0.931, 2.728, 1.948)
F (0.320, 3.812, 1.323)
F (1.785, 3.064, 2.976)
O (1.770, 1.994, 0.941)
N (1.078, 1.660, -0.201)
C (1.103, 2.433, -1.215)
C (1.900, 3.682, -1.318)
C (-2.843, 2.099, 3.015)
H (-0.420, 2.213, -4.352)
H (1.332, 2.045, -4.157)
H (0.554, 3.567, -3.731)
H (-5.026, 0.279, 0.154)
H (-4.976, 1.275, 1.633)
H (-4.702, -0.465, 1.725)
H (2.352, 3.932, -0.366)
H (1.264, 4.505, -1.646)
H (2.676, 3.546, -2.076)
H (-3.529, 1.465, 3.582)
H (-3.436, 2.911, 2.590)
H (-2.090, 2.519, 3.672)
O (4.171, -2.345, 0.186)
C (2.979, -2.059, 0.769)
O (1.926, -2.269, 0.222)
C (3.113, -1.371, 2.081)
C (4.269, -1.414, 2.835)
C (4.265, -0.736, 4.047)
C (3.126, -0.048, 4.416)
C (2.021, -0.049, 3.569)
N (2.005, -0.706, 2.416)
H (5.138, -1.951, 2.483)
H (5.142, -0.738, 4.681)
H (3.082, 0.512, 5.340)
H (1.138, 0.528, 3.803)
N (-1.482, -6.022, 5.040)
C (-2.181, -4.877, 4.994)
S (-3.470, -4.564, 5.953)
C (-1.658, -3.876, 4.002)
C (-1.032, -4.261, 2.824)
C (-0.609, -3.284, 1.938)
N (-0.754, -1.979, 2.168)
C (-1.339, -1.615, 3.312)
C (-1.811, -2.519, 4.244)
H (-1.771, -6.734, 5.691)
H (-0.614, -6.137, 4.548)
H (-0.913, -5.298, 2.540)
H (-0.135, -3.566, 1.006)
H (-1.423, -0.551, 3.490)
H (-2.299, -2.179, 5.146)
Se (4.119, -2.709, -1.590)
C (3.131, -1.192, -1.966)
N (2.401, -0.303, -1.930)
F (-2.149, -2.699, -0.209)
C (-1.723, -2.789, -1.520)
C (-0.580, -2.124, -1.881)
C (-0.276, -2.261, -3.219)
F (0.809, -1.641, -3.759)
C (-1.028, -2.994, -4.119)
F (-0.680, -3.096, -5.408)
C (-2.175, -3.635, -3.679)
F (-2.916, -4.344, -4.532)
C (-2.542, -3.530, -2.351)
F (-3.654, -4.126, -1.909)

Spin multiplicity = 3
Molecular weight = 999.06 g mol⁻¹
HOMO energy = -8.4 eV
Orbital gap = 0.2517 Eh
Maximum force = 0.61 eV/A

Atom charges from the Löwdin analysis, given in e for atoms 1 to 8: 1.249 0.017 -0.231 0.004 0.053 -1.068 0.148 0.185



(3)
Here is a structure of composition C27H22BrN6O5PbS2 in a non-equilibrium geometry from the OMol25 dataset. Energies are from ωB97M-V/def2-TZVPD.

Geometry (Å):
Pb (1.092, 0.723, -1.284)
N (-0.837, -1.791, -4.858)
C (-0.351, -1.192, -3.777)
S (0.507, 0.282, -3.942)
N (-0.483, -1.877, -2.645)
N (-0.155, -1.469, -1.474)
C (-0.413, -2.086, -0.368)
C (-1.260, -3.296, -0.348)
C (-2.572, -3.279, -0.804)
C (-3.327, -4.440, -0.758)
C (-2.758, -5.620, -0.304)
C (-1.433, -5.647, 0.109)
C (-0.685, -4.484, 0.108)
C (0.246, -1.640, 0.870)
C (-0.170, -2.109, 2.110)
C (0.447, -1.613, 3.249)
C (1.493, -0.718, 3.117)
C (1.878, -0.334, 1.842)
N (1.259, -0.764, 0.750)
H (-0.730, -1.379, -5.769)
H (-1.316, -2.674, -4.753)
H (-3.015, -2.349, -1.131)
H (-4.362, -4.416, -1.067)
H (-3.346, -6.527, -0.271)
H (-0.986, -6.569, 0.453)
H (0.347, -4.497, 0.435)
H (-0.998, -2.794, 2.179)
H (0.102, -1.926, 4.225)
H (1.997, -0.308, 3.979)
H (2.716, 0.330, 1.691)
Br (8.037, 1.867, -2.868)
C (6.230, 1.521, -2.473)
C (5.810, 0.229, -2.184)
C (4.475, 0.027, -1.897)
N (3.576, 1.013, -1.897)
C (3.986, 2.250, -2.184)
C (5.303, 2.554, -2.471)
H (6.510, -0.593, -2.187)
H (4.108, -0.964, -1.660)
H (3.230, 3.023, -2.167)
H (5.599, 3.568, -2.697)
C (1.963, 4.363, 1.369)
C (1.516, 2.975, 0.872)
O (1.060, 2.169, 1.670)
O (1.736, 2.807, -0.384)
H (1.596, 4.500, 2.381)
H (1.582, 5.136, 0.707)
H (3.052, 4.385, 1.356)
O (-3.513, -1.071, 2.198)
S (-3.737, -0.124, 1.140)
O (-4.868, -0.348, 0.288)
N (-2.363, -0.008, 0.213)
C (-1.918, 1.220, 0.150)
O (-0.958, 1.686, -0.538)
C (-2.657, 2.176, 1.040)
C (-2.359, 3.506, 1.270)
C (-3.121, 4.191, 2.209)
C (-4.156, 3.562, 2.890)
C (-4.464, 2.229, 2.640)
C (-3.693, 1.562, 1.716)
H (-1.550, 3.987, 0.739)
H (-2.906, 5.232, 2.412)
H (-4.727, 4.113, 3.624)
H (-5.266, 1.720, 3.158)

Total charge = +1
Spin multiplicity = 1
Molecular weight = 861.75 g mol⁻¹
HOMO energy (spin up / spin down) = -11.2 / -11.2 eV
Orbital gap (spin up / spin down) = 0.1817 / 0.1883 Eh
Maximum force = 2.01 eV/A

Atom charges from the Löwdin analysis, given in e for atoms 1 to 8: 1.463 0.136 -0.827 0.683 0.078 -0.029 -0.155 -0.189



(4)
Here is a structure of composition C27H22ClF6N3O2P2S2V in a non-equilibrium geometry from the OMol25 dataset. Energies are from ωB97M-V/def2-TZVPD.

Geometry (Å):
V (-1.085, 1.584, 0.579)
Cl (-3.530, 1.669, -0.149)
C (-3.523, 1.025, -1.804)
C (-4.663, 1.279, -2.542)
C (-4.732, 0.770, -3.830)
C (-3.679, 0.028, -4.350)
C (-2.548, -0.200, -3.586)
C (-2.447, 0.297, -2.285)
P (-0.947, 0.029, -1.309)
C (0.439, 0.298, -2.427)
C (0.876, 1.605, -2.647)
C (1.857, 1.850, -3.595)
C (2.403, 0.800, -4.320)
C (1.976, -0.503, -4.097)
C (0.994, -0.758, -3.153)
C (-0.951, -1.710, -0.830)
C (0.212, -2.264, -0.292)
C (0.211, -3.572, 0.161)
C (-0.950, -4.333, 0.088)
C (-2.106, -3.786, -0.446)
C (-2.111, -2.476, -0.904)
H (-5.471, 1.863, -2.125)
H (-5.612, 0.962, -4.428)
H (-3.737, -0.365, -5.355)
H (-1.721, -0.763, -4.003)
H (0.454, 2.427, -2.083)
H (2.189, 2.864, -3.771)
H (3.162, 0.996, -5.065)
H (2.398, -1.320, -4.666)
H (0.661, -1.775, -2.985)
H (1.120, -1.675, -0.244)
H (1.118, -4.006, 0.562)
H (-0.950, -5.356, 0.441)
H (-3.007, -4.381, -0.515)
H (-3.019, -2.061, -1.322)
N (6.528, -1.525, 2.610)
C (5.373, -0.901, 2.447)
C (5.076, -0.262, 1.202)
C (3.893, 0.403, 1.057)
C (2.986, 0.443, 2.129)
C (3.256, -0.186, 3.359)
C (4.429, -0.860, 3.523)
S (1.505, 1.424, 1.962)
O (1.646, 2.218, 0.773)
O (1.308, 2.021, 3.245)
N (0.351, 0.390, 1.543)
C (-0.617, -0.149, 2.370)
S (-0.528, -0.975, 3.852)
C (-2.254, -1.038, 3.889)
C (-2.775, -0.445, 2.794)
N (-1.838, 0.042, 1.910)
H (7.226, -1.546, 1.878)
H (6.776, -1.963, 3.487)
H (5.802, -0.300, 0.399)
H (3.649, 0.919, 0.138)
H (2.552, -0.096, 4.176)
H (4.673, -1.341, 4.462)
H (-2.776, -1.513, 4.702)
H (-3.825, -0.355, 2.566)
F (-0.958, 3.064, -0.401)
P (-2.465, 3.929, 2.863)
F (-3.814, 3.120, 2.818)
F (-3.017, 4.792, 1.681)
F (-1.837, 2.630, 3.548)
F (-1.021, 4.155, 2.269)
F (-2.580, 4.865, 4.048)

Total charge = +2
Spin multiplicity = 4
Molecular weight = 746.96 g mol⁻¹
HOMO energy (spin up / spin down) = -14.1 / -14.0 eV
Orbital gap (spin up / spin down) = 0.2960 / 0.1750 Eh
Energy above the lowest of the compared OMol25 structures with the same formula, charge and spin = 21.1 kcal/mol
Maximum force = 1.29 eV/A

Atom charges from the Löwdin analysis, given in e for atoms 1 to 8: 0.759 0.808 -0.547 -0.074 -0.030 -0.036 -0.051 -0.356



Q: Number 2 is which compound?
A: C27H22B2F9N8O6PrSSe



Q: maximum force of number 2 (C27H22B2F9N8O6PrSSe)?
A: 0.61 eV/A



Copy entry 2 word for word.
Here is a structure of composition C27H22B2F9N8O6PrSSe from the OMol25 dataset. Energies are from ωB97M-V/def2-TZVPD.

Geometry (Å):
Pr (-0.057, -0.451, -0.033)
C (0.426, 2.485, -3.729)
C (0.236, 1.969, -2.348)
N (-0.663, 1.133, -1.987)
O (-1.501, 0.668, -2.935)
B (-2.934, 0.508, -2.477)
F (-3.459, 1.782, -2.276)
F (-3.558, -0.229, -3.444)
O (-3.132, -0.265, -1.182)
N (-2.441, 0.284, -0.153)
C (-3.075, 0.617, 0.902)
C (-4.536, 0.426, 1.112)
C (-2.209, 1.311, 1.919)
N (-0.950, 1.224, 1.719)
O (-0.141, 1.887, 2.599)
B (0.931, 2.728, 1.948)
F (0.320, 3.812, 1.323)
F (1.785, 3.064, 2.976)
O (1.770, 1.994, 0.941)
N (1.078, 1.660, -0.201)
C (1.103, 2.433, -1.215)
C (1.900, 3.682, -1.318)
C (-2.843, 2.099, 3.015)
H (-0.420, 2.213, -4.352)
H (1.332, 2.045, -4.157)
H (0.554, 3.567, -3.731)
H (-5.026, 0.279, 0.154)
H (-4.976, 1.275, 1.633)
H (-4.702, -0.465, 1.725)
H (2.352, 3.932, -0.366)
H (1.264, 4.505, -1.646)
H (2.676, 3.546, -2.076)
H (-3.529, 1.465, 3.582)
H (-3.436, 2.911, 2.590)
H (-2.090, 2.519, 3.672)
O (4.171, -2.345, 0.186)
C (2.979, -2.059, 0.769)
O (1.926, -2.269, 0.222)
C (3.113, -1.371, 2.081)
C (4.269, -1.414, 2.835)
C (4.265, -0.736, 4.047)
C (3.126, -0.048, 4.416)
C (2.021, -0.049, 3.569)
N (2.005, -0.706, 2.416)
H (5.138, -1.951, 2.483)
H (5.142, -0.738, 4.681)
H (3.082, 0.512, 5.340)
H (1.138, 0.528, 3.803)
N (-1.482, -6.022, 5.040)
C (-2.181, -4.877, 4.994)
S (-3.470, -4.564, 5.953)
C (-1.658, -3.876, 4.002)
C (-1.032, -4.261, 2.824)
C (-0.609, -3.284, 1.938)
N (-0.754, -1.979, 2.168)
C (-1.339, -1.615, 3.312)
C (-1.811, -2.519, 4.244)
H (-1.771, -6.734, 5.691)
H (-0.614, -6.137, 4.548)
H (-0.913, -5.298, 2.540)
H (-0.135, -3.566, 1.006)
H (-1.423, -0.551, 3.490)
H (-2.299, -2.179, 5.146)
Se (4.119, -2.709, -1.590)
C (3.131, -1.192, -1.966)
N (2.401, -0.303, -1.930)
F (-2.149, -2.699, -0.209)
C (-1.723, -2.789, -1.520)
C (-0.580, -2.124, -1.881)
C (-0.276, -2.261, -3.219)
F (0.809, -1.641, -3.759)
C (-1.028, -2.994, -4.119)
F (-0.680, -3.096, -5.408)
C (-2.175, -3.635, -3.679)
F (-2.916, -4.344, -4.532)
C (-2.542, -3.530, -2.351)
F (-3.654, -4.126, -1.909)

Spin multiplicity = 3
Molecular weight = 999.06 g mol⁻¹
HOMO energy = -8.4 eV
Orbital gap = 0.2517 Eh
Maximum force = 0.61 eV/A

Atom charges from the Löwdin analysis, given in e for atoms 1 to 8: 1.249 0.017 -0.231 0.004 0.053 -1.068 0.148 0.185